{"formula": "C45H49BrI2MoP", "method": "the ωB97M-V functional and the def2-TZVPD basis", "species": ["Mo", "C", "C", "C", "C", "C", "C", "C", "C", "C", "C", "C", "C", "C", "C", "C", "C", "C", "H", "H", "H", "H", "H", "H", "H", "H", "H", "H", "H", "H", "H", "H", "H", "H", "H", "H", "H", "H", "H", "H", "H", "H", "H", "H", "H", "H", "H", "I", "C", "C", "C", "C", "C", "C", "C", "C", "C", "P", "C", "C", "C", "C", "C", "C", "C", "C", "C", "C", "C", "C", "C", "H", "H", "H", "H", "H", "H", "H", "H", "H", "H", "H", "H", "H", "H", "H", "H", "Br", "C", "C", "C", "C", "C", "C", "I", "H", "H", "H", "H"], "positions_angstrom": [[0.172, 0.445, -0.089], [1.088, 1.243, 1.860], [2.250, 1.041, 1.043], [2.105, 1.928, -0.095], [0.881, 2.641, 0.122], [0.251, 2.265, 1.328], [-0.864, 3.032, 2.015], [-1.798, 2.142, 2.835], [-0.132, 4.009, 2.958], [-1.691, 3.823, 0.999], [3.073, 2.402, -1.191], [4.264, 3.072, -0.476], [3.544, 1.306, -2.150], [2.434, 3.497, -2.059], [3.403, 0.223, 1.628], [4.080, 1.167, 2.647], [4.464, -0.283, 0.650], [2.844, -0.984, 2.393], [0.925, 0.755, 2.806], [0.522, 3.424, -0.521], [-1.258, 1.465, 3.502], [-2.473, 1.571, 2.191], [-2.425, 2.771, 3.466], [0.433, 3.477, 3.726], [-0.864, 4.644, 3.458], [0.555, 4.654, 2.407], [-2.173, 3.162, 0.272], [-1.093, 4.564, 0.467], [-2.479, 4.366, 1.520], [4.877, 2.372, 0.082], [3.921, 3.852, 0.207], [4.900, 3.543, -1.225], [3.975, 0.443, -1.655], [4.304, 1.720, -2.813], [2.717, 0.974, -2.788], [2.186, 4.395, -1.493], [1.544, 3.152, -2.591], [3.154, 3.792, -2.821], [4.482, 2.061, 2.173], [4.907, 0.639, 3.123], [3.384, 1.476, 3.429], [5.022, 0.517, 0.173], [4.049, -0.921, -0.127], [5.188, -0.873, 1.211], [2.281, -0.695, 3.280], [3.674, -1.597, 2.745], [2.205, -1.606, 1.762], [-0.933, 1.677, -2.359], [-3.009, 1.893, -1.979], [-3.530, 2.962, -2.654], [-4.863, 3.347, -2.428], [-5.596, 2.688, -1.488], [-5.057, 1.591, -0.776], [-5.848, 0.942, 0.202], [-5.379, -0.132, 0.899], [-4.102, -0.632, 0.606], [-3.287, -0.033, -0.335], [-1.804, -0.921, -0.823], [-2.166, -1.890, -2.279], [-1.557, -1.716, -3.519], [-1.969, -2.485, -4.595], [-2.970, -3.433, -4.432], [-3.576, -3.612, -3.192], [-3.187, -2.833, -2.117], [-1.257, -1.860, 0.586], [-0.890, -3.207, 0.565], [-0.341, -3.768, 1.702], [-0.116, -2.998, 2.850], [-0.435, -1.658, 2.863], [-1.000, -1.066, 1.724], [-3.733, 1.130, -1.037], [-2.930, 3.532, -3.351], [-5.277, 4.179, -2.980], [-6.612, 2.995, -1.273], [-6.848, 1.317, 0.383], [-5.992, -0.623, 1.642], [-3.769, -1.526, 1.119], [-0.759, -1.000, -3.657], [-1.502, -2.349, -5.561], [-3.286, -4.032, -5.275], [-4.358, -4.348, -3.068], [-3.683, -2.961, -1.161], [-1.069, -3.804, -0.321], [-0.092, -4.822, 1.708], [0.291, -3.464, 3.737], [-0.301, -1.075, 3.766], [-1.466, -0.087, 1.819], [0.161, -4.608, -2.846], [1.388, -4.700, -1.423], [1.711, -5.953, -0.915], [2.641, -6.077, 0.105], [3.275, -4.953, 0.615], [2.964, -3.697, 0.116], [2.004, -3.579, -0.878], [1.661, -1.647, -1.682], [1.243, -6.830, -1.341], [2.889, -7.060, 0.481], [4.029, -5.050, 1.384], [3.485, -2.829, 0.485]], "homo_ev": [-16.26, -16.27], "gap_ev": [6.484, 6.412], "e_above_lowest_kcal_mol": 0.0, "total_energy_ha": -5322.1780, "spin_multiplicity": 3, "fmax_ev_per_a": 0.49, "total_charge": 3, "lumo_energy_ev": [-9.8, -9.9]}

---

{"formula": "C45H49CoGeO2PSi2", "method": "the ωB97M-V functional and the def2-TZVPD basis", "species": ["Co", "O", "C", "O", "C", "C", "C", "C", "C", "C", "P", "C", "C", "C", "C", "C", "C", "C", "C", "C", "C", "C", "C", "H", "H", "H", "H", "H", "H", "H", "H", "H", "H", "H", "H", "H", "H", "C", "Si", "C", "C", "C", "Si", "C", "C", "C", "H", "H", "H", "H", "H", "H", "H", "H", "H", "H", "H", "H", "H", "H", "H", "H", "H", "H", "H", "C", "Ge", "C", "C", "C", "C", "C", "C", "C", "C", "C", "C", "C", "C", "C", "C", "C", "C", "C", "C", "H", "H", "H", "H", "H", "H", "H", "H", "H", "H", "H", "H", "H", "H", "H", "H"], "positions_angstrom": [[0.473, -0.022, 1.159], [-1.030, 1.038, 4.854], [-0.354, 1.252, 3.836], [0.320, 0.420, 3.174], [-0.258, 2.736, 3.405], [-0.427, 3.662, 4.443], [-0.330, 5.025, 4.233], [-0.090, 5.502, 2.951], [0.052, 4.601, 1.911], [-0.004, 3.215, 2.112], [0.133, 2.099, 0.639], [-1.424, 2.616, -0.232], [-1.567, 3.768, -1.007], [-2.808, 4.127, -1.523], [-3.927, 3.342, -1.273], [-3.796, 2.191, -0.512], [-2.552, 1.834, 0.006], [1.419, 2.918, -0.392], [2.527, 3.567, 0.148], [3.553, 4.030, -0.672], [3.495, 3.840, -2.044], [2.419, 3.151, -2.590], [1.401, 2.682, -1.769], [-0.650, 3.255, 5.419], [-0.444, 5.714, 5.063], [-0.026, 6.568, 2.760], [0.218, 4.987, 0.912], [-0.701, 4.376, -1.240], [-2.902, 5.029, -2.119], [-4.893, 3.625, -1.675], [-4.655, 1.554, -0.329], [-2.422, 0.921, 0.585], [2.590, 3.705, 1.221], [4.408, 4.529, -0.229], [4.290, 4.208, -2.682], [2.382, 2.959, -3.656], [0.578, 2.117, -2.199], [5.205, -1.619, 2.234], [3.568, -0.661, 2.446], [2.614, -1.663, 3.715], [4.140, 0.948, 3.268], [2.657, -0.272, 0.928], [3.194, -0.888, -0.686], [4.565, 0.201, -1.428], [1.805, -0.871, -1.974], [3.884, -2.654, -0.683], [5.723, -1.674, 3.202], [5.866, -1.109, 1.521], [5.050, -2.644, 1.875], [3.268, -2.136, 4.461], [2.041, -2.444, 3.199], [1.878, -1.030, 4.220], [4.703, 0.765, 4.194], [3.279, 1.587, 3.509], [4.788, 1.500, 2.575], [2.742, 0.826, 0.829], [4.135, 1.159, -1.749], [5.064, -0.260, -2.292], [5.325, 0.422, -0.665], [0.914, -0.426, -1.514], [1.527, -1.879, -2.308], [2.054, -0.280, -2.868], [4.936, -2.674, -0.379], [3.804, -3.098, -1.683], [3.323, -3.292, 0.015], [-1.073, -1.058, 0.791], [-2.031, -1.968, -0.564], [-1.644, -3.910, -0.360], [-0.336, -4.280, -0.021], [-0.017, -5.601, 0.277], [-1.007, -6.579, 0.262], [-2.311, -6.230, -0.065], [-2.622, -4.907, -0.376], [-1.683, -1.568, -2.469], [-1.446, -2.581, -3.400], [-1.251, -2.289, -4.748], [-1.294, -0.971, -5.189], [-1.526, 0.051, -4.276], [-1.715, -0.248, -2.931], [-4.027, -1.881, -0.500], [-4.673, -2.020, 0.734], [-6.056, -1.920, 0.846], [-6.830, -1.667, -0.282], [-6.209, -1.518, -1.516], [-4.823, -1.623, -1.620], [-1.698, -1.156, 1.702], [0.428, -3.509, 0.044], [1.002, -5.863, 0.542], [-0.767, -7.604, 0.521], [-3.090, -6.987, -0.074], [-3.645, -4.646, -0.632], [-1.401, -3.612, -3.062], [-1.064, -3.089, -5.456], [-1.138, -0.742, -6.237], [-1.555, 1.083, -4.611], [-1.877, 0.559, -2.224], [-4.076, -2.203, 1.625], [-6.531, -2.036, 1.815], [-7.907, -1.580, -0.198], [-6.805, -1.322, -2.401], [-4.353, -1.503, -2.592]], "homo_ev": [-0.53, -0.89], "gap_ev": [4.824, 5.193], "total_energy_ha": -6274.6945, "spin_multiplicity": 2, "fmax_ev_per_a": 1.19, "total_charge": -2, "lumo_energy_ev": [4.3, 4.3]}